Record 1
198
Properties=species:S:1:pos:R:3:forces:R:3:lowdin_charge:R:1 method="wB97M-V/def2-TZVPD" multiplicity=1 homo_lumo_gap_ev=8.70 energy_ha=-3285.31624 charge=0 smiles=CC1(C)CCCC(C)(C)N1O.CC1(C)CCCC(C)(C)N1O.COC[C@H](C)N.COC[C@H](C)N.COC[C@H](C)N.COC[C@H](C)N.COC[C@H](C)N.COC[C@H](C)N.CC(C)O.CC(C)O.CC(C)O
C 6.299 -22.510 14.618 -0.831 0.925 -0.362 -0.0201
C 5.072 -21.864 15.328 -0.154 0.303 2.681 -0.4546
C 3.826 -21.794 14.447 0.329 0.772 -0.691 -0.0332
C 4.741 -22.733 16.594 -0.025 -0.628 -0.382 -0.1415
C 3.819 -22.147 17.670 1.085 2.124 -0.009 -0.1547
C 4.331 -20.720 18.086 0.427 0.441 -1.861 -0.0945
C 4.678 -19.758 16.841 -0.972 -1.177 1.030 -0.4758
C 3.337 -19.239 16.296 -0.821 -0.752 -0.217 -0.0428
C 5.435 -18.545 17.302 0.267 0.741 0.731 -0.0520
N 5.507 -20.517 15.893 -0.064 -1.757 0.243 -0.1073
O 5.916 -19.719 14.824 -0.403 0.603 -0.649 -0.0489
H 6.656 -21.828 13.847 -0.171 -0.045 -0.214 0.0752
H 7.165 -22.678 15.259 -0.376 -0.215 0.346 0.0631
H 5.962 -23.426 14.133 0.206 -0.132 0.117 0.0833
H 3.730 -22.714 13.869 0.016 0.158 -0.224 0.0847
H 2.856 -21.580 14.895 0.262 -0.381 0.730 0.0697
H 3.952 -20.910 13.822 0.127 -0.284 -0.702 0.0795
H 4.223 -23.620 16.230 0.036 -0.223 -0.247 0.1120
H 5.674 -23.131 16.993 0.119 0.316 0.342 0.1052
H 2.803 -22.110 17.275 -0.111 -0.073 0.353 0.0977
H 3.902 -22.652 18.632 -0.479 -0.763 -0.386 0.1069
H 5.231 -20.891 18.678 0.189 0.223 0.013 0.0871
H 3.633 -20.135 18.685 -0.170 -0.289 0.199 0.1131
H 2.838 -18.462 16.875 0.747 0.487 0.098 0.0706
H 2.562 -19.997 16.408 0.120 -0.473 -0.582 0.0679
H 3.425 -18.939 15.252 -0.117 0.059 0.043 0.0839
H 4.754 -17.955 17.916 -0.114 0.131 0.018 0.0777
H 5.747 -17.916 16.468 -0.023 -0.049 -0.004 0.0622
H 6.297 -18.694 17.954 0.271 -0.519 -0.225 0.0793
H 6.769 -19.395 15.120 0.744 0.291 0.091 0.0451
C 7.581 -19.363 25.779 -0.069 -0.846 0.328 -0.0578
C 7.466 -18.021 25.103 -1.614 -0.803 -0.924 -0.4901
C 6.849 -16.987 26.115 -1.092 -0.565 -1.012 -0.0109
C 8.829 -17.645 24.731 1.847 2.429 -0.219 -0.1737
C 8.917 -16.494 23.733 -0.277 0.191 0.168 -0.1784
C 8.064 -16.716 22.497 0.928 0.206 -0.603 -0.1320
C 6.640 -17.223 22.730 -0.444 -0.842 -0.597 -0.4914
C 5.705 -16.061 23.005 -0.581 0.960 0.130 -0.0308
C 6.159 -17.913 21.412 -0.195 -0.286 0.878 -0.0189
N 6.744 -18.266 23.763 2.169 1.493 1.532 -0.1086
O 5.692 -19.168 23.896 -0.312 -0.036 -0.545 -0.0184
H 6.609 -19.772 26.054 0.154 0.149 0.491 0.0859
H 8.062 -20.133 25.175 -0.094 0.157 -0.614 0.0851
H 8.292 -19.275 26.600 -0.441 0.132 0.478 0.0921
H 6.967 -17.237 27.169 0.756 -0.028 -0.105 0.0793
H 7.127 -15.956 25.894 0.189 -0.079 0.154 0.0687
H 5.765 -17.041 26.015 -0.201 0.096 -0.246 0.0800
H 9.235 -17.161 25.619 0.630 -0.616 0.386 0.1252
H 9.498 -18.428 24.372 -0.382 -0.414 0.227 0.1295
H 8.654 -15.552 24.213 -0.384 0.085 0.175 0.1093
H 9.974 -16.337 23.515 -0.122 -0.277 -0.397 0.0827
H 8.599 -17.391 21.829 -0.090 -0.558 0.101 0.1140
H 8.058 -15.807 21.896 -0.349 0.316 0.060 0.1098
H 5.991 -15.456 23.865 0.157 -0.111 0.110 0.0739
H 4.642 -16.276 23.114 0.051 -0.685 0.257 0.0874
H 5.696 -15.379 22.155 0.346 0.087 -0.193 0.0750
H 5.204 -18.410 21.584 -0.285 0.371 0.012 0.0771
H 6.802 -18.747 21.131 0.466 0.257 -0.146 0.0720
H 6.051 -17.190 20.603 0.158 -0.072 -0.017 0.0684
H 6.203 -19.868 23.483 -0.999 -0.970 0.101 0.1037
C 7.364 -11.216 17.871 -0.328 0.085 0.368 -0.0923
O 6.807 -12.011 16.871 -0.134 -0.685 -1.839 -0.2151
C 7.185 -11.721 15.541 0.474 1.158 -1.596 -0.1986
C 8.692 -11.926 15.149 -1.447 -1.851 -0.745 -0.3534
C 9.018 -11.717 13.645 -0.395 1.863 0.516 -0.0307
N 9.031 -13.330 15.392 0.331 -0.061 1.319 0.0656
H 8.084 -11.830 18.412 0.319 0.440 0.251 0.0847
H 6.521 -10.966 18.516 0.249 0.178 0.373 0.0925
H 7.780 -10.294 17.466 0.254 0.008 0.137 0.0959
H 6.494 -12.205 14.851 0.240 -0.980 0.329 0.0991
H 6.971 -10.709 15.198 -0.147 0.931 0.894 0.1208
H 9.263 -11.267 15.802 0.333 -0.061 -0.167 0.1173
H 8.931 -10.652 13.430 -0.073 0.276 -0.073 0.0734
H 8.339 -12.173 12.924 -0.019 -0.501 0.375 0.0703
H 10.052 -11.936 13.376 -0.059 -0.466 0.340 0.0759
H 8.618 -13.596 16.274 0.279 0.096 0.865 0.0650
H 8.494 -13.967 14.821 0.214 0.094 -1.090 0.0495
C 3.473 -15.865 16.180 1.248 -0.177 -1.525 -0.0920
O 3.385 -14.656 15.400 -1.093 -1.664 1.227 -0.1966
C 3.513 -13.588 16.277 0.409 3.045 -1.951 -0.1963
C 3.148 -12.265 15.382 0.092 -1.238 1.559 -0.4083
C 3.286 -10.964 16.146 1.358 0.476 -0.170 -0.0725
N 1.797 -12.283 14.864 -0.497 -0.570 0.175 0.0309
H 3.630 -16.644 15.434 -0.784 -0.253 0.170 0.0807
H 2.682 -16.051 16.907 -0.406 0.196 -0.380 0.0962
H 4.417 -15.926 16.720 0.184 0.554 0.320 0.0530
H 2.874 -13.573 17.160 -0.299 -0.432 0.075 0.1242
H 4.566 -13.604 16.560 0.181 0.649 0.562 0.1005
H 3.765 -12.280 14.484 0.556 0.041 0.241 0.1258
H 2.698 -10.807 17.050 -0.630 -0.431 -0.265 0.0796
H 3.102 -10.170 15.422 -0.232 0.201 0.250 0.0807
H 4.299 -10.809 16.516 0.318 -0.158 -0.180 0.0575
H 1.166 -12.157 15.643 -0.306 0.231 0.169 0.0683
H 1.589 -13.216 14.538 -0.017 -0.235 -0.384 0.0649
C 6.445 -14.619 13.613 -0.178 0.358 -0.981 -0.0834
O 7.691 -15.271 13.870 -1.176 0.563 -0.659 -0.1903
C 7.480 -16.393 14.675 -0.125 -0.495 0.684 -0.2043
C 8.679 -17.342 14.620 -0.282 -0.083 0.317 -0.3808
C 8.675 -18.236 13.363 0.606 0.598 0.035 -0.0310
N 8.640 -18.221 15.778 -0.038 -0.958 0.669 0.0777
H 6.641 -13.665 13.124 0.259 -0.198 -0.259 0.0771
H 5.772 -14.350 14.426 0.522 -0.414 0.959 0.0729
H 5.810 -15.224 12.966 0.167 -0.193 -0.280 0.1013
H 7.217 -16.024 15.667 0.654 -0.103 0.690 0.1111
H 6.555 -16.915 14.431 -0.094 -0.358 -0.729 0.1186
H 9.606 -16.775 14.702 0.036 0.521 -0.614 0.1258
H 8.906 -17.651 12.473 -0.231 0.124 -0.073 0.0784
H 7.748 -18.787 13.207 -0.112 0.164 0.171 0.0702
H 9.483 -18.964 13.433 0.048 -0.116 0.161 0.0706
H 8.676 -17.762 16.677 -0.947 1.079 0.161 0.0540
H 9.548 -18.643 15.909 0.161 -0.848 -0.728 0.0477
C 6.932 -15.281 18.409 -0.033 -1.060 1.029 -0.1053
O 8.160 -15.944 18.233 1.986 0.995 -0.423 -0.2028
C 9.301 -15.128 18.687 -0.119 -1.122 0.256 -0.1325
C 10.636 -15.808 18.336 -0.873 -1.502 -0.721 -0.3973
C 10.763 -17.221 18.962 0.228 0.589 -0.968 -0.0225
N 11.761 -14.963 18.604 0.107 1.047 0.889 0.0743
H 6.155 -15.995 18.136 -0.033 0.164 -0.549 0.0585
H 6.842 -14.327 17.888 0.008 0.082 0.001 0.0745
H 6.802 -15.221 19.489 -0.265 0.888 0.273 0.0778
H 9.268 -14.098 18.332 -0.192 0.057 -0.496 0.1069
H 9.296 -15.046 19.774 -0.372 -0.028 0.336 0.1091
H 10.711 -15.952 17.258 -0.908 -0.425 -0.472 0.1266
H 9.873 -17.816 18.759 -0.161 0.164 0.363 0.0569
H 11.041 -17.215 20.016 -0.198 0.084 0.097 0.0739
H 11.540 -17.715 18.379 0.253 -0.146 0.299 0.0616
H 12.626 -15.477 18.513 0.085 -0.384 0.168 0.0498
H 11.796 -14.347 17.804 0.052 0.505 -0.130 0.0373
C 11.527 -20.397 16.255 1.031 -0.228 0.515 -0.1109
O 10.602 -19.905 17.180 -0.052 -0.923 1.017 -0.2419
C 10.318 -20.812 18.291 -0.804 1.448 0.230 -0.1638
C 8.818 -20.743 18.460 -1.156 -1.858 -0.987 -0.4132
C 8.312 -21.398 19.777 0.887 1.096 -0.226 -0.0442
N 8.212 -21.461 17.317 -0.282 -0.828 0.161 0.0617
H 12.044 -19.557 15.791 -0.313 0.091 -0.333 0.0736
H 11.106 -21.092 15.529 -0.195 0.097 -0.189 0.0925
H 12.310 -20.922 16.802 0.248 -0.277 -0.103 0.0843
H 10.703 -21.829 18.210 -0.149 -0.026 -0.710 0.1320
H 10.717 -20.432 19.231 0.606 0.472 -0.072 0.1148
H 8.486 -19.705 18.436 0.274 0.362 0.278 0.1092
H 8.744 -20.792 20.574 -0.151 0.167 0.330 0.0642
H 8.678 -22.404 19.980 -0.231 -0.156 -0.522 0.0781
H 7.228 -21.318 19.859 0.041 -0.246 -0.085 0.0568
H 8.479 -21.223 16.372 0.849 0.644 0.225 0.0552
H 7.211 -21.359 17.236 -0.322 0.204 0.521 0.0270
C 15.330 -18.629 12.412 -0.005 1.239 -0.026 -0.0886
O 14.766 -17.432 12.953 0.132 -0.636 -0.533 -0.1780
C 13.581 -17.734 13.639 0.436 -0.397 0.530 -0.2489
C 13.034 -16.491 14.281 -0.453 -0.503 1.125 -0.4671
C 12.591 -15.543 13.238 0.472 0.137 -0.807 -0.0463
N 13.990 -15.887 15.211 -0.443 0.141 0.453 0.0904
H 14.740 -18.939 11.549 -0.174 -0.472 0.091 0.0870
H 15.389 -19.371 13.207 0.031 -0.355 -0.199 0.0835
H 16.323 -18.381 12.038 0.032 -0.029 0.187 0.0873
H 12.825 -18.237 13.036 -0.235 0.248 -0.685 0.1249
H 13.804 -18.505 14.377 0.198 -0.058 0.646 0.1043
H 12.160 -16.788 14.860 -0.449 -0.372 0.070 0.1194
H 13.492 -15.449 12.631 -0.302 0.499 -0.594 0.0894
H 12.280 -14.565 13.606 -0.145 -0.184 0.071 0.0672
H 11.801 -16.067 12.701 -0.101 0.487 -0.400 0.0851
H 13.532 -15.019 15.449 0.202 0.910 -0.268 0.0317
H 13.772 -16.322 16.096 0.595 -0.674 0.420 0.0378
C 11.542 -14.639 22.325 -1.252 -1.825 -0.627 -0.0668
C 11.913 -13.341 21.720 1.980 1.045 -0.401 -0.4833
C 13.312 -13.365 21.030 0.416 -0.837 0.032 -0.0433
O 11.005 -12.981 20.725 -1.225 0.852 0.329 -0.0622
H 12.253 -15.139 22.983 0.035 0.215 0.002 0.0955
H 11.266 -15.285 21.492 0.933 -0.609 -0.461 0.0618
H 10.528 -14.687 22.723 0.210 1.018 0.882 0.0565
H 11.919 -12.610 22.528 -0.145 0.550 -0.285 0.1330
H 13.517 -12.669 20.217 -0.587 0.903 0.563 0.0590
H 13.400 -14.267 20.425 -0.096 -0.567 0.442 0.0389
H 14.165 -13.336 21.708 -0.078 -0.023 0.212 0.0764
H 11.234 -13.523 19.966 0.132 -0.579 -0.617 0.0148
C 12.793 -12.110 17.651 -0.464 0.841 -0.329 -0.0529
C 12.186 -12.186 16.229 2.085 -0.411 -0.524 -0.4494
C 13.242 -12.081 15.115 0.912 1.151 0.569 -0.0513
O 11.679 -13.480 16.006 -0.190 -0.380 0.903 -0.1059
H 13.318 -11.174 17.841 0.444 0.047 -0.497 0.0822
H 13.453 -12.948 17.878 -0.072 0.013 -0.087 0.0796
H 12.002 -12.010 18.393 -0.207 -0.653 0.034 0.0668
H 11.445 -11.393 16.135 -0.260 -0.099 -0.108 0.1242
H 12.910 -11.957 14.084 -0.640 0.063 0.176 0.0720
H 13.889 -12.958 15.084 -0.087 -0.105 0.357 0.0684
H 13.890 -11.235 15.344 0.220 0.205 -0.217 0.0717
H 10.787 -13.367 15.670 -1.327 -0.602 -0.385 0.0168
C 14.399 -18.640 19.590 -0.661 -0.455 1.617 -0.0484
C 14.353 -17.141 19.707 0.022 -0.254 -1.684 -0.4723
C 15.635 -16.490 20.109 0.853 0.015 1.446 -0.0551
O 14.137 -16.734 18.335 -0.568 0.747 -0.045 -0.1138
H 14.183 -19.045 20.579 0.925 -0.432 0.299 0.0864
H 15.357 -18.930 19.160 -0.070 -0.405 0.199 0.0905
H 13.555 -19.075 19.055 0.088 0.469 -0.620 0.0707
H 13.520 -16.792 20.318 -0.144 0.068 -0.229 0.1254
H 16.503 -16.940 19.628 -0.099 0.266 -0.681 0.0850
H 15.910 -16.637 21.154 -0.441 -0.109 0.388 0.0844
H 15.578 -15.408 19.990 0.121 -0.111 -0.367 0.0799
H 14.779 -17.237 17.828 0.128 0.105 -0.291 0.0847


Record 2
94
Properties=species:S:1:pos:R:3:forces:R:3:mulliken_spin:R:1 method="wB97M-V/def2-TZVPD" multiplicity=2 homo_lumo_gap_ev="4.91 / 4.86" s2=1.05 energy_ha=-7121.90212 charge=-1
Co -0.151 0.200 0.198 0.159 -0.182 0.349 1.0531
C -0.448 -4.400 -5.224 -0.027 -0.001 -0.144 0.0462
C 0.177 -5.069 -4.164 -0.012 0.007 0.101 -0.0079
C 0.062 -4.613 -2.864 0.060 -0.090 -0.032 0.0399
C -0.698 -3.471 -2.623 -0.228 0.216 -0.123 -0.0068
C -0.954 -2.778 -1.383 0.251 -0.360 0.353 0.1718
N -0.630 -3.229 -0.194 -0.008 0.195 0.028 0.0420
C -0.572 -2.637 0.991 0.166 -0.557 -0.235 -0.1484
C -0.662 -3.415 2.206 0.116 0.362 -0.023 -0.0237
C -0.884 -4.768 2.434 0.006 -0.192 0.092 -0.0074
C -1.006 -5.193 3.745 0.010 -0.049 -0.228 -0.0198
C -0.918 -4.286 4.811 0.022 0.138 0.159 -0.0109
C -0.705 -2.939 4.589 0.047 -0.038 0.142 -0.0134
C -0.574 -2.507 3.273 -0.043 -0.117 -0.174 -0.0166
C -0.394 -1.203 2.685 -0.058 -0.450 -1.013 -0.1480
N -0.277 -0.075 3.393 0.580 0.798 0.439 0.0264
C -0.486 1.083 2.833 -0.421 -0.883 0.040 -0.0274
N -1.017 1.291 1.595 -0.007 0.297 0.010 -0.0324
C -1.458 2.609 1.535 -0.258 -0.187 -0.159 0.0082
N -2.226 3.126 0.641 -0.019 0.213 0.070 -0.0386
C -2.461 2.174 -0.426 0.244 -0.120 -0.092 0.0222
N -2.374 -0.668 -1.169 -0.048 0.347 0.148 0.0511
C -3.009 -0.066 -2.194 0.221 -0.393 -0.069 0.0123
N -2.811 -0.659 -3.398 -0.032 0.100 -0.212 0.0245
C -1.999 -1.669 -3.116 0.017 0.134 0.530 0.0899
N -1.734 -1.681 -1.776 -0.058 0.455 -0.540 -0.0224
C -1.321 -2.787 -3.704 0.177 -0.301 0.047 0.0391
C -1.199 -3.258 -5.006 -0.008 0.010 0.016 -0.0274
C -3.935 1.089 -2.081 -0.200 0.220 0.195 -0.0037
C -5.068 1.074 -2.889 0.075 -0.010 0.065 0.0066
C -6.023 2.077 -2.794 -0.039 -0.006 -0.016 -0.0010
C -5.855 3.112 -1.889 -0.041 0.040 -0.039 0.0016
C -4.708 3.168 -1.108 0.088 0.103 0.022 -0.0020
C -3.743 2.183 -1.207 -0.013 -0.224 -0.043 -0.0022
C -0.985 3.315 2.741 0.315 -0.045 0.342 0.0026
C -1.010 4.647 3.101 -0.134 -0.012 -0.078 0.0056
C -0.380 5.010 4.286 -0.012 0.009 0.010 -0.0107
C 0.234 4.055 5.092 -0.011 0.048 0.032 0.0063
C 0.238 2.711 4.737 -0.015 -0.137 0.030 -0.0146
C -0.369 2.358 3.547 -0.116 0.517 -0.082 -0.0202
N -0.353 -1.313 1.328 -0.512 -0.100 1.032 -0.0179
H -0.339 -4.787 -6.230 -0.006 0.021 0.004 0.0044
H 0.758 -5.959 -4.371 0.007 0.005 0.014 0.0005
H 0.550 -5.117 -2.039 -0.020 -0.012 -0.014 0.0069
H -0.958 -5.457 1.602 -0.029 -0.001 0.016 -0.0030
H -1.181 -6.241 3.956 0.020 -0.001 -0.003 -0.0019
H -1.023 -4.653 5.825 0.006 0.012 -0.005 -0.0016
H -0.630 -2.236 5.409 -0.024 0.014 -0.008 -0.0020
H -1.685 -2.744 -5.825 0.024 0.008 -0.003 0.0003
H -5.194 0.255 -3.584 -0.018 -0.017 0.014 -0.0008
H -6.908 2.033 -3.415 0.004 0.015 -0.003 0.0000
H -6.613 3.880 -1.797 0.016 0.008 0.001 0.0002
H -4.545 3.983 -0.412 0.012 -0.023 0.011 -0.0005
H -1.498 5.378 2.468 0.038 0.011 -0.005 0.0000
H -0.354 6.052 4.582 -0.020 -0.009 0.018 -0.0007
H 0.724 4.370 6.005 0.001 -0.014 -0.001 0.0002
H 0.717 1.964 5.358 0.003 -0.017 -0.037 -0.0023
S 3.508 2.338 -5.796 -0.085 -0.041 0.134 0.0000
N 3.756 1.057 -4.832 0.023 0.143 -0.130 0.0001
C 2.814 1.081 -3.911 -0.051 0.256 -0.145 -0.0011
C 2.650 0.107 -2.859 -0.298 -0.127 0.388 0.0020
C 3.470 -1.000 -2.662 -0.053 0.027 0.019 -0.0009
C 3.193 -1.834 -1.604 0.065 0.041 -0.064 0.0053
C 2.087 -1.580 -0.798 -0.076 -0.232 0.139 -0.0104
N 1.263 -0.565 -0.998 0.008 0.139 -0.420 -0.0002
C 1.579 0.303 -1.981 0.485 -0.467 -0.121 -0.0115
C 0.705 1.439 -2.106 -0.300 0.554 -0.200 0.0227
N -0.278 1.499 -1.186 0.141 0.251 -0.722 -0.0316
C -1.290 2.327 -1.376 -0.272 -0.035 0.133 -0.0198
C -1.266 3.287 -2.393 0.161 0.052 -0.103 -0.0006
C -0.196 3.334 -3.255 -0.058 -0.015 0.015 -0.0041
C 0.802 2.360 -3.149 -0.192 -0.235 0.433 -0.0005
C 1.908 2.186 -4.056 0.267 -0.157 -0.112 0.0006
N 2.193 2.964 -5.081 0.147 -0.028 -0.128 0.0000
H 4.306 -1.176 -3.325 0.009 0.007 0.004 0.0001
H 3.815 -2.691 -1.387 -0.011 -0.001 0.006 0.0000
H 1.864 -2.235 0.034 -0.144 0.011 0.009 -0.0103
H -2.420 1.174 -0.002 0.121 -0.028 -0.116 0.0091
H -2.096 3.974 -2.488 -0.025 -0.023 0.011 0.0008
H -0.133 4.073 -4.043 -0.026 0.000 -0.006 0.0002
Br 3.687 -2.455 5.050 -0.033 0.054 -0.041 -0.0002
C 4.141 -0.891 4.059 0.022 -0.114 0.038 -0.0016
C 5.227 -0.135 4.470 -0.010 -0.050 0.032 0.0008
C 5.572 0.984 3.727 0.020 0.026 -0.042 -0.0002
C 4.845 1.328 2.597 0.030 0.068 -0.060 0.0010
C 3.746 0.573 2.211 -0.183 -0.089 -0.222 -0.0013
C 3.389 -0.550 2.950 0.013 0.083 0.032 -0.0066
C 2.929 0.958 0.975 -0.231 0.491 0.316 0.0065
O 3.552 1.259 -0.050 0.075 -0.090 -0.153 0.0046
O 1.672 0.986 1.151 0.369 -0.213 0.106 0.0115
H 5.790 -0.423 5.346 -0.002 0.004 -0.006 0.0000
H 6.425 1.581 4.028 -0.024 0.012 0.007 0.0000
H 5.123 2.188 2.001 -0.008 -0.031 -0.017 0.0001
H 2.535 -1.142 2.653 -0.122 0.001 0.038 0.0101